# 1
94
Properties=species:S:1:pos:R:3:forces:R:3:lowdin_charge:R:1 method="wB97M-V/def2-TZVPD" total_energy_ev=-133683.8820 relative_energy_kj_mol=0.0 spin_multiplicity=3 gap_ha="0.239 / 0.232" charge=+2 homo_ev="-14.01 / -14.02"
H -0.608 3.907 -2.645 -0.2 0.0 0.0 0.132
C -4.190 -3.480 -0.761 -0.6 0.5 -0.5 -0.046
H -1.851 -6.138 1.258 0.4 -0.2 -0.2 0.084
C 2.869 3.379 -2.478 -0.3 1.6 0.5 -0.013
C 1.788 -1.341 4.754 0.3 1.4 -1.5 0.070
H -0.453 0.674 -3.957 -0.1 -1.2 -0.4 0.108
C 3.257 2.087 -2.669 -0.1 1.3 0.7 -0.045
H 5.597 0.071 -1.327 -0.1 0.2 0.2 0.082
H 1.936 -1.577 5.793 1.1 -0.1 0.0 0.124
H 3.376 -0.821 -1.193 -0.4 -1.1 0.4 0.023
C 2.300 2.910 -0.168 -0.8 0.4 0.1 -0.156
C 3.580 -0.247 -2.061 1.1 1.1 0.0 -0.394
C 2.910 0.141 1.364 2.9 0.1 2.2 -0.493
O -0.455 -0.419 -1.649 0.6 -1.7 -0.6 -0.304
N -1.182 -1.105 1.140 -1.3 -1.3 0.0 -0.113
C 2.483 1.568 -0.520 0.7 -0.7 0.5 -0.189
C 2.898 -0.743 -3.319 -2.2 0.2 -1.1 -0.068
N -0.975 -2.408 -2.700 -0.3 -1.6 1.4 0.262
C -3.459 0.695 -1.873 1.0 -2.4 -1.1 -0.027
H 3.351 3.457 3.090 -0.7 -0.2 -0.1 0.087
C -2.198 3.663 0.285 -0.4 -0.6 1.0 -0.103
H 1.804 -0.351 -3.341 1.3 -1.3 0.3 0.071
H -2.941 4.198 0.846 -0.1 -0.2 0.6 0.128
C -0.998 -5.465 1.131 0.9 0.1 0.4 -0.083
O -2.242 -1.412 3.208 -1.2 -0.3 0.0 0.164
C -1.421 -4.111 1.680 0.3 0.9 1.3 -0.434
I 1.510 -2.776 -0.192 -0.1 0.1 0.0 0.645
C -0.932 3.518 -1.687 0.2 0.0 -1.2 -0.051
C 1.946 3.312 1.272 2.6 4.0 -1.9 -0.295
C -1.491 2.574 0.769 1.5 -1.0 -1.2 -0.752
H -2.380 5.063 -1.370 0.2 -1.5 0.6 0.164
H 5.528 0.287 -3.021 -0.2 -0.2 -0.5 0.085
H 3.630 4.553 1.846 0.6 1.3 -0.6 0.061
N 0.938 -0.599 2.283 -0.9 0.1 -0.5 -0.028
C 2.420 3.838 -1.203 0.6 -0.4 -0.9 0.005
C -1.275 -1.262 2.543 1.1 1.3 0.5 -0.518
H 5.459 -1.376 -2.223 -0.3 0.7 -0.6 0.105
C -3.302 -4.080 0.060 1.9 0.9 1.6 -0.018
H -3.275 -5.136 0.178 -0.3 -0.7 0.1 0.110
C 3.321 3.561 1.998 0.5 -1.8 0.1 -0.019
H -0.970 -1.068 -4.768 0.1 0.6 -1.3 0.080
C -0.622 -1.185 -2.734 0.6 5.1 0.6 -0.522
C 1.080 4.606 1.276 -0.3 -0.8 0.6 -0.043
C 2.213 -0.411 2.560 0.4 -0.3 0.9 -0.187
W 0.375 -0.388 0.225 -1.8 0.5 -1.4 1.487
H 3.654 1.780 -3.572 0.8 -0.4 -1.8 0.104
H -1.232 -2.793 -3.601 0.0 -0.8 0.5 0.157
C 0.451 -1.527 4.374 0.3 0.0 0.7 0.050
H -4.872 -4.124 -1.260 -0.7 -0.1 -0.5 0.116
H 2.992 -1.841 -3.507 -0.3 0.8 0.5 0.100
H -4.195 0.440 1.495 -0.6 -0.5 0.0 0.074
N -0.560 1.853 0.034 -1.2 1.7 -1.2 -0.045
C -4.484 0.659 0.462 1.9 -0.3 0.3 -0.020
H -2.422 0.563 -2.282 -0.9 1.1 0.0 0.057
H -2.505 -3.522 3.527 0.6 -0.5 0.0 0.075
H -0.648 -5.466 0.084 -0.1 0.0 0.5 0.076
C -3.331 0.178 -0.442 0.2 1.4 0.3 -0.395
O 4.118 0.228 1.304 -0.8 0.0 -0.2 0.163
H 1.551 5.548 1.126 1.1 0.5 -0.5 0.077
C -0.588 -0.427 -4.007 -0.2 -0.8 2.2 0.222
H 0.606 4.783 2.232 -0.2 -0.4 0.5 0.087
H -5.398 0.244 0.129 -1.1 -0.4 0.1 0.083
H -0.547 -3.488 1.999 -0.2 -0.4 -0.8 0.085
N 2.031 0.582 0.442 0.2 0.3 -0.9 -0.125
C -2.329 -3.337 0.781 -0.1 1.4 -1.7 -0.107
H -1.040 -2.881 -1.753 -0.2 0.3 -1.6 0.112
C 5.112 -0.316 -2.223 0.5 -0.6 1.2 -0.035
Br -1.716 1.973 2.474 -0.3 -0.1 1.3 1.010
C -4.195 -2.108 -0.935 1.0 0.3 -0.5 -0.009
C -2.077 -4.418 3.044 0.4 0.2 0.5 -0.044
H -4.495 1.723 0.429 -0.4 1.0 -0.3 0.063
C -1.938 4.101 -0.965 0.1 2.6 -1.6 -0.040
H -0.302 -2.014 4.997 0.4 0.3 0.1 0.150
C -3.202 -1.296 -0.379 0.4 -1.3 1.5 -0.159
H -0.177 -5.770 1.823 -0.5 -0.3 -0.8 0.104
H -2.415 0.626 0.008 -0.9 -0.6 -0.6 0.060
H 2.172 4.894 -1.073 0.2 -0.4 0.1 0.128
C 0.057 -1.077 3.153 0.7 -0.5 -1.1 -0.208
C 2.728 -0.714 3.817 -1.9 -1.0 1.1 0.116
H 4.134 2.857 1.652 -0.9 0.8 0.1 0.097
H -1.300 -4.963 3.662 -1.1 0.7 -0.4 0.115
H 1.462 2.626 1.820 -2.0 -2.9 1.4 0.056
C -2.225 -1.910 0.476 -1.0 -1.5 -0.3 -0.134
C 3.151 1.171 -1.674 -1.0 -1.6 -0.3 -0.135
H -4.020 -0.026 -2.527 0.0 0.7 0.7 0.091
H 3.198 -0.285 -4.281 0.7 0.0 0.7 0.091
H -3.915 1.654 -2.000 0.1 0.7 0.0 0.081
C -0.326 2.396 -1.221 1.1 -2.1 1.0 -0.139
H 2.994 4.053 -3.333 -0.3 0.1 0.5 0.126
H -2.927 -5.053 2.890 -0.4 -0.7 0.0 0.079
H 3.761 -0.483 4.030 0.0 -0.2 0.2 0.135
H 0.432 1.831 -1.827 -0.9 0.9 0.6 0.112
H 0.284 4.560 0.550 -0.3 -0.2 -0.3 0.047
H -4.855 -1.647 -1.650 -0.5 0.0 0.1 0.116

# 2
73
Properties=species:S:1:pos:R:3:forces:R:3:lowdin_charge:R:1 method="wB97M-V/def2-TZVPD" total_energy_ev=-71044.7792 relative_energy_kj_mol=0.0 spin_multiplicity=7 gap_ha="0.305 / 0.315" charge=+2 homo_ev="-13.38 / -13.47"
H -2.274 4.860 0.597 0.1 -0.1 -0.3 0.077
H -1.248 5.128 2.465 0.1 -0.2 0.2 0.070
H 5.108 -1.174 2.752 -0.3 0.0 0.1 0.128
H -2.090 4.992 -1.162 0.0 -0.2 0.2 0.097
H -1.574 -2.172 -3.630 0.1 -0.3 0.1 0.115
H 0.044 -5.660 -2.094 0.2 0.3 0.2 0.079
H -1.899 3.786 3.445 0.2 0.1 -0.1 0.083
C 2.253 -0.814 -1.962 0.1 0.4 0.1 -0.283
H 0.247 5.487 -1.173 0.1 -0.2 0.2 0.096
C -0.495 -3.860 -4.384 -0.1 -0.2 -0.2 -0.095
N 1.750 -1.357 2.335 0.5 -0.2 0.7 -0.189
H -1.459 -4.712 -0.243 0.2 0.2 0.3 0.085
C -1.165 -3.117 -3.227 -0.1 0.1 -0.4 -0.554
C 3.682 -1.707 4.318 0.6 -0.1 0.5 -0.281
H 1.504 1.922 3.534 -0.2 0.1 0.0 0.072
H 5.604 -1.775 5.079 -0.3 0.0 0.0 0.126
H 2.198 1.557 -1.143 -0.3 -0.2 0.2 0.126
H -3.147 -3.948 -3.377 0.2 0.0 0.2 0.097
C -2.347 -3.896 -2.627 -0.2 0.0 -0.1 -0.104
N 1.565 -0.407 -0.731 -0.1 -0.3 0.5 -0.376
C 1.373 -1.677 3.616 1.1 0.0 -0.5 -0.111
H -2.080 -4.927 -2.361 0.0 0.3 -0.1 0.075
H 2.053 2.301 0.919 -0.4 -0.1 0.2 0.114
H 1.476 4.386 -0.524 -0.2 0.1 0.1 0.082
H 1.990 -2.172 5.615 0.1 0.1 -0.3 0.129
H -0.638 4.840 4.101 -0.1 -0.1 -0.2 0.096
H 0.644 2.909 4.723 0.0 -0.1 -0.2 0.095
N 4.620 -1.894 5.276 -0.3 0.1 -0.3 0.165
H 1.658 -4.955 -2.382 -0.2 0.0 0.2 0.083
H -1.244 -4.006 -5.173 0.2 0.0 0.1 0.096
C 4.060 -1.331 3.007 -0.5 0.1 -0.5 0.016
C -2.020 4.300 -0.312 -0.2 0.1 0.1 -0.078
H -0.485 3.073 -1.158 -0.1 0.1 0.3 0.112
H 1.402 -3.550 -0.310 0.0 -0.1 -0.1 0.087
H -2.773 3.518 -0.466 0.1 0.2 0.1 0.077
H 1.446 -1.784 -3.727 0.1 -0.2 0.2 0.088
H 0.470 1.297 -1.291 0.2 0.0 0.2 0.105
H 0.334 -3.290 -4.816 -0.2 -0.2 0.0 0.071
H -2.537 2.124 2.114 2.2 -1.6 1.8 0.137
H -2.639 1.796 0.841 0.8 -0.6 -2.4 0.078
H 3.312 -1.049 -1.750 -0.3 0.1 -0.1 0.117
O -1.364 0.213 1.405 0.7 -0.9 0.3 -0.455
C -0.577 -4.262 0.232 0.1 -0.4 0.0 -0.136
H 0.292 -1.767 3.781 0.4 0.0 0.1 0.124
Tb 0.224 -1.453 0.599 -1.8 2.8 0.3 1.590
H -0.212 1.600 3.887 0.1 0.2 -0.1 0.088
H -0.964 -3.422 0.861 -0.1 -0.6 -0.3 0.028
H 4.364 -2.176 6.212 0.1 0.1 -0.2 0.126
C -0.989 4.344 3.187 -0.1 0.1 0.1 -0.086
H 1.005 4.033 2.435 -0.2 -0.1 0.2 0.121
C 1.346 1.033 -0.666 0.1 0.5 -0.8 -0.306
C 0.490 -3.922 -0.827 -0.2 0.3 -0.6 -0.593
C 2.308 -1.881 4.613 -0.6 0.1 -0.3 0.012
P -0.026 -2.489 -1.950 0.1 -0.2 0.5 0.967
H -2.767 -3.400 -1.743 0.1 -0.1 -0.1 0.077
C 1.611 -2.026 -2.668 -0.1 -0.2 -0.4 -0.295
H -0.126 -4.847 -4.087 -0.1 0.3 -0.1 0.071
C 0.903 -5.170 -1.617 0.3 -0.5 0.5 -0.086
H 0.519 5.408 0.580 0.0 -0.1 -0.3 0.084
C 0.479 4.810 -0.342 0.1 0.1 0.0 -0.080
H -0.150 -4.999 0.927 -0.2 0.2 -0.1 0.105
H 1.289 0.833 1.531 -0.1 0.6 -0.3 0.039
C 3.077 -1.169 2.049 -0.2 -0.3 1.0 -0.123
H 3.289 -0.878 1.017 0.0 -0.1 0.4 0.104
C 1.199 1.621 0.758 0.1 -0.3 0.0 -0.261
C -1.756 1.545 1.450 -1.4 0.7 -0.8 -0.441
H 2.289 -2.890 -2.627 -0.3 0.2 -0.2 0.086
C -0.599 3.721 -0.271 0.1 0.3 -0.4 -0.483
C 0.539 2.393 3.761 0.0 -0.1 0.0 -0.082
H 2.274 0.040 -2.662 -0.1 -0.4 0.2 0.117
P -0.300 2.599 1.116 -0.4 -0.2 0.8 1.077
H 1.345 -5.894 -0.917 -0.1 0.1 -0.3 0.098
C 0.123 3.417 2.689 0.4 0.5 -0.2 -0.490

# 3
13
Properties=species:S:1:pos:R:3:forces:R:3:lowdin_charge:R:1 method="wB97M-V/def2-TZVPD" total_energy_ev=-10845.3113 relative_energy_kj_mol=579.3 gap_ha=0.390 homo_ev=-10.04
O -1.865 2.086 0.084 -3.3 1.1 1.0 -0.045
O -0.376 -0.664 1.422 -0.9 0.8 -1.7 0.019
C -1.186 0.327 0.772 1.6 -2.8 1.0 -0.316
H 1.453 0.085 0.748 0.1 0.1 0.2 0.140
H 1.330 -2.386 0.470 -0.3 0.8 -2.3 0.114
H 2.246 -1.357 -0.765 -1.9 -0.7 0.1 0.095
H -0.527 2.774 -1.241 -0.9 -3.4 0.9 0.198
C -0.346 0.502 -0.390 -2.5 2.0 2.2 -0.027
H 0.525 -2.138 -1.383 1.7 1.4 2.8 0.139
C 0.625 -0.446 0.298 -0.4 0.1 -0.8 -0.287
N -2.155 1.135 1.096 1.6 -0.7 -0.3 0.180
C 1.170 -1.655 -0.452 0.5 -1.7 0.6 -0.063
C -0.893 1.735 -0.661 4.7 3.0 -3.5 -0.149

# 4
22
Properties=species:S:1:pos:R:3:forces:R:3:lowdin_charge:R:1 method="wB97M-V/def2-TZVPD" total_energy_ev=-9982.7934 relative_energy_kj_mol=369.6 gap_ha=0.158 charge=-1 homo_ev=-1.01
C -1.281 -3.385 0.526 -0.1 0.5 0.3 -0.104
H -0.942 -4.061 -0.250 0.2 0.0 -0.1 0.067
N 1.005 1.343 -1.315 0.1 0.3 0.4 -0.242
H 0.829 -3.033 1.401 0.2 0.2 -0.3 0.124
H -1.761 -1.619 2.165 -0.2 0.5 -0.4 0.132
H 0.163 4.551 -1.981 0.0 0.0 0.0 0.040
H -1.928 -3.928 1.220 0.1 -0.2 0.0 0.071
C 0.344 2.574 -1.035 0.1 -0.6 -0.3 -0.524
H 0.610 0.875 0.740 0.1 0.1 0.3 0.045
H -0.236 -1.477 0.963 1.5 -1.1 -2.7 0.121
H -1.892 -2.599 0.079 -0.1 -0.3 -0.3 0.080
H 0.640 3.023 -0.060 0.0 0.1 0.1 0.075
H 2.019 0.060 -0.033 0.0 -0.3 0.4 0.040
O -0.090 -0.993 3.065 0.6 0.0 -0.1 -0.012
H 0.360 3.185 -3.105 0.0 0.0 0.0 0.044
H 0.362 -0.452 -0.409 0.0 0.0 0.2 0.026
H -0.772 2.476 -0.966 -0.2 0.1 0.0 0.069
C -0.176 -2.664 1.262 -0.7 2.2 0.9 -0.153
C 0.658 3.584 -2.133 0.0 0.1 0.1 -0.183
C 1.003 0.449 -0.194 -0.3 0.3 -1.3 -0.322
H 1.740 3.741 -2.152 0.0 0.0 -0.1 0.045
C -0.653 -1.653 2.211 -1.4 -1.9 3.1 -0.438

# 5
36
Properties=species:S:1:pos:R:3:forces:R:3:lowdin_charge:R:1 method="wB97M-V/def2-TZVPD" total_energy_ev=-24958.6554 relative_energy_kj_mol=293.2 gap_ha=0.333 homo_ev=-9.54
H -2.386 2.197 0.830 -0.6 -0.7 0.6 0.047
H 2.406 -1.233 2.566 0.4 0.7 0.8 0.052
H -0.395 -0.363 -3.335 -0.2 0.1 -0.1 0.074
H 0.755 -2.088 2.227 -0.4 0.4 -0.6 -0.020
H -1.294 1.856 1.690 0.3 -0.3 0.9 -0.030
H -1.405 -2.687 1.914 -0.4 -0.5 -0.3 -0.030
H -2.503 -0.751 -1.238 -0.3 0.2 0.7 0.013
H -1.168 0.824 -2.750 -0.6 0.5 -0.1 0.075
H 1.133 1.319 2.748 0.4 0.0 0.6 0.027
O 0.177 -2.740 2.638 0.0 0.0 -0.8 -0.030
O -0.332 0.369 -2.714 0.3 -0.6 0.1 -0.025
O -2.311 -2.352 1.845 0.4 -0.2 0.1 -0.069
O 0.492 1.719 2.172 0.0 -0.3 -0.5 -0.064
O 2.102 -1.228 1.664 0.8 -1.8 -0.8 -0.037
O -0.286 -2.363 -0.616 1.7 0.1 -1.0 -0.056
H -2.194 -1.645 2.476 -0.7 0.7 0.3 0.022
H 1.701 0.511 -2.812 -0.5 0.5 0.5 -0.028
O 1.933 2.070 -1.465 1.1 0.8 -0.6 -0.061
H -0.309 3.692 -0.228 0.3 0.5 0.6 0.039
O -2.224 1.621 1.613 -0.2 1.2 -1.2 -0.073
H 0.380 1.037 1.470 0.1 0.7 0.0 -0.003
H 1.900 3.033 -1.566 -0.3 -0.1 0.3 0.066
H 2.724 1.907 -2.016 -0.4 -0.4 0.4 0.062
H 0.697 -2.346 -0.816 -1.7 -0.1 0.2 0.087
H -0.288 0.251 -0.817 0.1 0.0 -2.6 -0.032
H -0.306 -0.639 0.376 -0.1 -0.9 0.1 0.025
H -0.690 -1.934 -1.398 0.2 -0.5 0.7 0.034
H -2.096 -0.029 0.092 -1.0 -0.4 -0.3 0.001
O -2.823 -0.543 -0.340 0.5 0.4 -0.8 -0.074
O 2.393 0.261 -3.419 0.3 -0.4 -0.2 -0.052
H 0.649 -2.890 3.428 0.3 -0.7 1.8 0.037
H 2.399 -2.153 1.426 -0.3 1.4 -0.2 0.102
O -0.660 3.036 -0.814 -0.3 -0.6 -0.8 -0.036
O -0.211 0.266 0.100 0.5 0.6 2.5 -0.055
H 1.956 -0.434 -3.910 0.3 -0.3 -0.5 0.029
H 0.083 2.449 -1.024 -0.2 0.1 0.3 -0.014

# 6
30
Properties=species:S:1:pos:R:3:forces:R:3:lowdin_charge:R:1 method="wB97M-V/def2-TZVPD" total_energy_ev=-80369.3248 spin_multiplicity=5 gap_ha="0.158 / 0.164" charge=-2 homo_ev="0.25 / 0.09"
H 2.680 -1.861 -1.546 -0.1 0.1 0.2 0.113
C 3.684 -0.037 -0.997 -1.2 -0.5 -0.2 -0.112
H 2.133 2.764 0.099 -0.1 0.0 0.0 0.102
N -4.402 2.583 0.010 -0.6 1.3 0.9 -0.010
C 2.273 1.747 -0.252 -0.1 -0.9 -0.3 -0.052
N -2.192 2.359 -0.517 -0.5 0.7 0.5 -0.026
N 2.774 -1.703 1.875 0.4 0.2 0.0 0.078
S -1.520 -0.677 1.489 -0.3 1.1 0.1 0.588
C 0.369 -2.616 1.873 -0.1 -0.1 0.1 -0.437
C 1.682 -2.100 1.857 -1.0 -0.8 0.5 -0.306
H -3.322 -1.404 -1.072 0.4 -2.1 -0.5 -0.217
C -0.020 -3.664 2.735 0.8 0.8 -0.5 -0.334
Ho -1.673 -0.205 -1.072 -3.9 -7.4 -0.6 0.788
S -0.837 -2.779 -0.575 -1.8 -2.2 3.4 0.717
C 1.152 0.925 -0.460 0.0 0.9 0.3 -0.160
C -0.653 -2.030 0.938 -0.1 -3.3 -0.3 -1.120
C 1.235 -0.408 -0.917 3.3 1.3 -0.2 -0.408
N -1.039 1.739 -1.072 0.4 3.4 1.0 -0.167
H 4.415 1.894 -0.389 0.0 0.0 0.1 0.078
C 2.549 -0.843 -1.180 1.1 0.0 -0.3 -0.021
H -5.244 2.176 -0.380 -0.1 0.6 0.3 0.020
H -4.237 3.538 -0.263 -0.2 0.5 0.3 0.067
H 4.663 -0.440 -1.229 0.0 0.0 0.1 0.087
S -4.059 0.337 -1.072 -0.5 1.3 -0.7 0.474
H -0.334 1.799 0.901 -0.1 0.2 -0.6 0.114
N -0.299 -4.527 3.461 -0.2 -0.3 0.3 0.032
O 0.221 -1.168 -1.072 3.0 3.2 -3.2 -0.558
C 3.546 1.263 -0.528 0.0 0.3 0.0 -0.137
C -3.387 1.821 -0.495 0.0 0.4 -1.7 -0.948
C -0.161 1.516 -0.151 1.4 1.3 1.1 -0.246